Entry 1:
DFT (ωB97M-V with the def2-TZVPD basis set) results for a gas-phase ion, C8H13ClNO2S (charge +1).

Summary:
E_HOMO	-13.082	eV
LUMO	-3.34	eV
HOMO-LUMO gap	9.745	eV
net charge	+1
energy relative to the best compared isomer or geometry (same formula, charge and spin)	0.9499	eV
2S+1	1
largest force on an atom	0.0930	hartree/bohr

Atoms and positions in Å:
C (1.2130, -2.3631, 1.6216)
C (-0.3735, 0.1847, -2.0244)
C (-1.8767, 0.2417, -1.6040)
C (-0.0104, -1.0075, -1.1223)
C (-1.9186, 0.0411, -0.1065)
C (-0.7751, -0.9233, 0.1655)
C (-1.9223, 1.3873, 0.6006)
C (2.4923, -0.2569, 1.7857)
N (1.2667, -1.0516, 1.5948)
O (0.1541, -3.0595, 1.2893)
O (0.2088, -0.3061, 1.3517)
S (-1.4512, -2.5110, 0.8851)
Cl (-3.3144, -1.0185, 0.4960)
H (2.0181, -2.9135, 1.8918)
H (-0.2354, -0.0318, -3.0519)
H (0.0531, 1.2931, -1.8470)
H (-2.4412, 1.0547, -1.8164)
H (-2.4085, -0.6312, -2.0604)
H (-0.2512, -1.9057, -1.7008)
H (1.1534, -1.0295, -0.8671)
H (-2.0271, 1.2029, 1.6100)
H (-2.7907, 1.9829, 0.2760)
H (-1.0846, 1.9110, 0.5519)
H (2.1430, 0.7400, 1.5295)
H (2.8020, -0.4160, 2.7986)
H (3.1284, -0.6618, 1.0599)

Atom charges from the natural (NBO) analysis, given in e for atoms 1 to 5:
1 C 0.475
2 C -0.393
3 C -0.431
4 C -0.517
5 C 0.007

=====

Entry 2:
DFT (ωB97M-V with the def2-TZVPD basis set) results for 2 unconnected molecules or ions with the total composition C25H28NOS.

Summary:
E_HOMO	-8.144	eV
LUMO	-5.70	eV
HOMO-LUMO gap	2.441	eV
net charge	+1
energy relative to the best compared isomer or geometry (same formula, charge and spin)	0.0000	eV
2S+1	1
largest force on an atom	0.0600	hartree/bohr

Atoms and positions in Å:
C (0.4155, 0.6391, -1.5433)
O (0.5701, 0.0029, -0.2444)
C (0.5502, -1.3706, -0.2840)
C (-0.7492, -2.0552, -0.4478)
C (-1.0248, -2.8192, -1.6057)
C (-2.2280, -3.5191, -1.6897)
C (-3.1613, -3.4554, -0.6497)
C (-2.8981, -2.6532, 0.4687)
C (-1.7169, -1.9325, 0.5666)
C (1.8018, -2.0069, -0.3686)
N (2.0881, -3.3704, -0.3936)
C (1.0907, -4.4149, -0.2137)
C (3.4343, -3.6780, -0.4902)
C (3.9306, -5.0965, -0.5366)
C (4.2253, -2.5694, -0.4596)
C (5.7191, -2.5281, -0.4699)
S (3.3076, -1.1051, -0.4290)
H (0.3635, 1.7138, -1.3666)
H (1.2789, 0.3833, -2.1692)
H (-0.4990, 0.2797, -2.0325)
H (-0.2539, -2.9073, -2.3721)
H (-2.4202, -4.1356, -2.5699)
H (-4.0864, -4.0307, -0.7183)
H (-3.6206, -2.5980, 1.2799)
H (-1.4628, -1.3476, 1.4475)
H (1.6054, -5.2882, 0.2114)
H (0.3025, -4.1123, 0.4850)
H (0.6432, -4.7382, -1.1673)
H (5.0092, -5.0483, -0.7333)
H (3.8284, -5.6581, 0.4089)
H (3.5038, -5.7205, -1.3400)
H (6.1813, -3.5187, -0.4931)
H (6.0705, -1.9754, -1.3483)
H (6.1026, -2.0091, 0.4163)
C (0.2251, 4.3570, 0.5104)
C (1.3154, 4.4853, 1.6270)
C (0.6047, 4.0075, 2.8698)
C (-0.6871, 3.5919, 2.5754)
C (-0.9728, 3.7277, 1.1902)
C (-2.3073, 3.9224, 0.6974)
C (-3.4331, 3.5729, 1.4938)
C (-4.7291, 3.7694, 1.0331)
C (-4.9533, 4.3658, -0.2183)
C (-3.8625, 4.8319, -0.9697)
C (-2.5599, 4.6321, -0.5173)
H (-0.0333, 5.3867, 0.2072)
H (0.5659, 3.8201, -0.3889)
H (2.1670, 3.8465, 1.3679)
H (1.6871, 5.5201, 1.7045)
H (1.0696, 4.0488, 3.8459)
H (-1.4371, 3.2928, 3.3003)
H (-3.2749, 3.1707, 2.4939)
H (-5.5710, 3.4376, 1.6385)
H (-5.9716, 4.4674, -0.6084)
H (-4.0230, 5.3337, -1.9265)
H (-1.7206, 5.0556, -1.0739)

Atom charges from the natural (NBO) analysis, given in e for atoms 1 to 5:
1 C -0.246
2 O -0.556
3 C 0.147
4 C -0.088
5 C -0.226

=====

Entry 3:
DFT (ωB97M-V with the def2-TZVPD basis set) results for 2 unconnected molecules or ions with the total composition C10H13O3.

Summary:
E_HOMO (spin up / spin down)	-9.048 / -9.048	eV
LUMO (spin up / spin down)	0.27 / -2.75	eV
HOMO-LUMO gap (spin up / spin down)	9.319 / 6.302	eV
expectation value of S²	0.7929
energy relative to the best compared isomer or geometry (same formula, charge and spin)	0.6474	eV
2S+1	2
largest force on an atom	0.0493	hartree/bohr

Atoms and positions in Å:
C (-3.4739, 1.5223, 1.7284)
C (-1.5936, -1.6735, 0.9307)
C (-0.2539, -1.1914, 0.6527)
C (-2.5885, -0.8135, 1.2651)
C (-2.3383, 0.5693, 1.5229)
C (0.0079, 0.2177, 0.8794)
C (-1.0404, 1.0376, 1.2391)
O (0.6481, -1.9905, 0.2893)
H (-1.7189, -2.7472, 0.7749)
H (-3.6271, -1.1851, 1.2921)
H (1.0194, 0.5806, 1.1005)
H (1.9347, -1.5543, -0.1343)
H (-3.8292, 1.3723, 2.7587)
H (-4.2555, 1.3099, 1.0388)
H (-0.8542, 2.0880, 1.3186)
H (-3.1206, 2.5422, 1.8235)
C (2.5265, -0.2820, -2.3488)
C (1.8358, 0.9548, -1.8281)
C (3.4405, -1.0195, -1.3679)
O (2.8958, -1.7040, -0.4096)
O (4.6299, -1.0288, -1.5810)
H (1.7567, -0.9969, -2.6303)
H (3.0672, -0.0055, -3.2305)
H (1.2049, 0.7503, -0.9705)
H (1.2677, 1.4635, -2.5962)
H (2.4590, 1.7837, -1.5173)

Atom charges from the natural (NBO) analysis, given in e for atoms 1 to 5:
1 C -0.652
2 C -0.205
3 C 0.404
4 C -0.210
5 C 0.093

=====

Entry 4:
DFT (ωB97M-V with the def2-TZVPD basis set) results for a single C12H24O2 molecule.

Summary:
E_HOMO	-10.387	eV
LUMO	0.80	eV
HOMO-LUMO gap	11.188	eV
SMILES	CCCCCCCCCCCC(=O)O
energy relative to the best compared isomer or geometry (same formula, charge and spin)	0.0312	eV
2S+1	1
largest force on an atom	0.0138	hartree/bohr

Atoms and positions in Å:
C (2.1210, -4.0922, -3.8462)
C (2.1003, -2.7560, -4.5794)
C (0.8931, -1.8896, -4.2184)
C (0.9171, -1.3852, -2.7769)
C (-0.2455, -0.4349, -2.4964)
C (-0.3282, 0.0052, -1.0346)
C (0.8572, 0.8661, -0.5995)
C (0.6241, 1.5594, 0.7431)
C (0.5042, 0.5743, 1.9046)
C (0.5192, 1.2538, 3.2745)
C (-0.6252, 2.2587, 3.4664)
C (-1.9609, 1.6068, 3.2231)
O (-2.6972, 1.8355, 2.3016)
O (-2.2603, 0.7086, 4.1719)
H (-3.1167, 0.2932, 3.9857)
H (-0.6065, 2.6267, 4.4934)
H (-0.5197, 3.0980, 2.7808)
H (1.4653, 1.7821, 3.4095)
H (0.4450, 0.4892, 4.0503)
H (-0.4185, 0.0017, 1.7992)
H (1.3390, -0.1301, 1.8626)
H (-0.2877, 2.1545, 0.6757)
H (1.4596, 2.2371, 0.9386)
H (1.7580, 0.2526, -0.5343)
H (1.0307, 1.6325, -1.3591)
H (-0.3922, -0.8816, -0.4013)
H (-1.2464, 0.5805, -0.8941)
H (-0.1536, 0.4474, -3.1345)
H (-1.1793, -0.9366, -2.7633)
H (1.8635, -0.8719, -2.5974)
H (0.8560, -2.2300, -2.0887)
H (0.8697, -1.0267, -4.8891)
H (-0.0227, -2.4613, -4.3871)
H (2.0829, -2.9459, -5.6554)
H (3.0176, -2.2059, -4.3568)
H (2.9522, -4.7015, -4.1945)
H (1.1973, -4.6383, -4.0258)
H (2.2334, -3.9483, -2.7748)

Atom charges from the natural (NBO) analysis, given in e for atoms 1 to 5:
1 C -0.607
2 C -0.388
3 C -0.387
4 C -0.400
5 C -0.382

=====

Entry 5:
DFT (ωB97M-V with the def2-TZVPD basis set) results for a single C22H30N2O4S molecule.

Summary:
E_HOMO	-8.636	eV
LUMO	0.51	eV
HOMO-LUMO gap	9.143	eV
SMILES	Cc1cccc(OC[C@H](O)CN2CCN(S(=O)(=O)c3ccc(C)cc3C)CC2)c1
energy relative to the best compared isomer or geometry (same formula, charge and spin)	1.5853	eV
2S+1	1
largest force on an atom	0.0190	hartree/bohr

Atoms and positions in Å:
C (-5.0414, 2.6110, 2.2145)
C (-4.1998, 3.2185, 1.1335)
C (-2.8428, 2.9662, 1.0614)
C (-2.0568, 3.5263, 0.0538)
C (-2.6464, 4.3493, -0.8957)
C (-4.0078, 4.6015, -0.8228)
C (-4.7807, 4.0462, 0.1759)
H (-5.8399, 4.2519, 0.2200)
H (-4.4632, 5.2440, -1.5620)
H (-2.0652, 4.7989, -1.6846)
O (-0.7314, 3.1966, 0.0930)
C (0.1148, 3.6782, -0.9261)
C (1.5259, 3.1117, -0.6945)
O (2.3824, 3.5241, -1.7262)
H (2.1359, 3.0115, -2.5089)
C (1.4962, 1.5736, -0.5956)
N (1.1053, 1.0209, -1.8882)
C (2.0742, 0.1224, -2.4900)
C (2.0835, -1.2632, -1.8298)
N (0.7512, -1.8125, -1.8999)
S (0.6125, -3.4544, -1.6210)
O (1.5759, -4.0991, -2.4663)
O (-0.7702, -3.7824, -1.8023)
C (1.0056, -3.6482, 0.1262)
C (-0.0867, -3.4926, 0.9653)
C (0.0697, -3.5200, 2.3360)
C (1.3347, -3.7050, 2.8880)
C (2.4124, -3.8708, 2.0326)
C (2.2786, -3.8448, 0.6449)
C (3.4967, -4.0400, -0.2030)
H (3.2219, -4.2682, -1.2269)
H (4.1122, -3.1401, -0.1928)
H (4.0978, -4.8542, 0.1976)
H (3.3974, -4.0291, 2.4494)
C (1.5127, -3.7514, 4.3739)
H (2.5591, -3.6447, 4.6470)
H (0.9383, -2.9621, 4.8544)
H (1.1537, -4.7054, 4.7596)
H (-0.7872, -3.4004, 2.9819)
H (-1.0588, -3.3728, 0.5146)
C (-0.2344, -0.9764, -1.2567)
C (-0.2131, 0.4113, -1.9108)
H (-0.9225, 1.0632, -1.4010)
H (-0.5111, 0.3092, -2.9580)
H (-1.2038, -1.4537, -1.3961)
H (-0.0286, -0.8864, -0.1766)
H (2.7441, -1.9450, -2.3643)
H (2.4173, -1.1759, -0.7821)
H (3.0675, 0.5714, -2.4329)
H (1.8011, 0.0016, -3.5420)
H (0.8057, 1.2919, 0.2023)
H (2.4989, 1.2372, -0.3203)
H (1.9313, 3.5284, 0.2327)
H (0.1627, 4.7749, -0.9116)
H (-0.2379, 3.3515, -1.9141)
H (-2.3587, 2.3306, 1.7874)
H (-5.5828, 3.3862, 2.7544)
H (-4.4293, 2.0558, 2.9201)
H (-5.7763, 1.9325, 1.7826)

Atom charges from the natural (NBO) analysis, given in e for atoms 1 to 5:
1 C -0.630
2 C 0.022
3 C -0.299
4 C 0.395
5 C -0.335